Run P
Density functional theory data (wB97M-V/def2-TZVPD) for a cluster of 2 separate species, C4H14N2O in total.

Geometry as XYZ:
```
21
Properties=species:S:1:pos:R:3:lowdin_charge:R:1
C -0.687 -1.231 1.823 -0.13
C -1.133 -0.704 0.458 -0.48
C -2.586 -0.188 0.521 -0.30
N -0.227 0.327 -0.112 -0.04
C 0.053 0.127 -1.517 -0.48
N 1.251 0.862 -1.936 -0.04
H -1.215 -0.682 2.591 0.04
H 0.386 -1.172 2.003 0.06
H -1.032 -2.266 1.896 0.06
H -1.159 -1.536 -0.229 0.10
H -3.166 -0.893 1.128 0.04
H -3.059 -0.129 -0.460 0.01
H -2.580 0.796 0.993 0.03
H -0.739 1.194 0.000 0.04
H -0.730 0.304 -2.255 0.05
H 0.218 -0.944 -1.669 0.09
H 1.609 1.459 -1.190 0.03
H 0.915 1.665 -2.491 0.02
H 2.669 0.855 1.433 0.02
H 2.418 0.340 -0.052 -0.02
O 3.079 0.560 0.616 -0.10
```

## Properties
Molar mass: 106.17 g/mol
2S+1: 2
Charge: -1
HOMO-LUMO gap (spin up / spin down): 2.81 / 9.49 eV
E_HOMO (spin up / spin down): 1.22 / -5.61 eV

Run Q
Density functional theory data (wB97M-V/def2-TZVPD) for a cluster of 2 separate species, C4H14N2O in total.

Geometry as XYZ:
```
21
Properties=species:S:1:pos:R:3:lowdin_charge:R:1
C -0.080 1.751 -1.202 -0.30
N 0.180 1.181 -2.528 -0.04
C 0.517 1.047 0.071 -0.23
C 0.750 -0.455 -0.150 -0.24
C 0.669 -1.349 1.083 -0.36
N 0.440 -2.763 0.810 -0.03
H -1.146 1.887 -1.068 0.08
H 0.406 2.722 -1.323 0.09
H 1.162 1.049 -2.743 0.05
H -0.206 0.260 -2.692 0.04
H -0.223 1.211 0.854 0.05
H 1.386 1.632 0.381 0.09
H 1.705 -0.636 -0.659 0.10
H -0.059 -0.763 -0.809 0.09
H 1.554 -1.200 1.705 0.10
H -0.180 -0.980 1.659 0.06
H 1.080 -3.030 0.088 0.04
H -0.531 -2.940 0.577 0.04
H -2.893 1.096 1.943 -0.06
H -2.277 -0.146 2.400 -0.08
O -2.253 0.427 1.602 -0.49
```

## Properties
Molar mass: 106.17 g/mol
2S+1: 2
Charge: -1
HOMO-LUMO gap (spin up / spin down): 2.70 / 9.52 eV
E_HOMO (spin up / spin down): 0.90 / -6.02 eV

Run R
Density functional theory data (wB97M-V/def2-TZVPD) for a cluster of 2 separate species, C4H14N2O in total.

Geometry as XYZ:
```
21
Properties=species:S:1:pos:R:3:lowdin_charge:R:1
C 0.975 1.701 -0.432 -0.34
C -0.381 1.008 -0.648 -0.26
C -0.784 -0.065 0.351 -0.28
C -1.081 0.384 1.800 -0.31
N -2.440 0.125 2.293 -0.04
N 2.087 0.817 -0.107 -0.03
H 0.870 2.515 0.297 0.09
H 1.188 2.239 -1.348 0.08
H -0.313 0.498 -1.610 0.08
H -1.187 1.735 -0.777 0.10
H -1.709 -0.514 -0.018 0.09
H -0.059 -0.870 0.338 0.05
H -0.865 1.458 1.860 0.10
H -0.419 -0.096 2.512 0.09
H -3.121 0.591 1.707 0.05
H -2.621 -0.870 2.244 0.05
H 2.025 0.576 0.873 0.03
H 2.073 -0.010 -0.696 0.00
H 2.192 -4.478 -2.992 -0.05
H 1.975 -3.022 -2.538 -0.08
O 1.597 -3.723 -3.106 -0.40
```

## Properties
Molar mass: 106.17 g/mol
2S+1: 2
Charge: -1
HOMO-LUMO gap (spin up / spin down): 2.68 / 9.54 eV
E_HOMO (spin up / spin down): 1.01 / -5.95 eV

Least stable structure: run P

Run P
Density functional theory data (wB97M-V/def2-TZVPD) for a cluster of 3 separate species, C4H16N2O2 in total.

Geometry as XYZ:
```
24
Properties=species:S:1:pos:R:3:lowdin_charge:R:1
C 0.745 -0.184 -0.759 -0.11
C 0.867 0.618 0.606 -0.09
C 0.204 1.976 0.538 -0.26
C -1.090 2.220 0.522 0.13
N 1.066 3.171 0.917 0.25
N 0.121 -1.512 -0.482 0.13
H 0.105 0.394 -1.422 0.13
H 1.725 -0.147 -1.233 0.13
H 0.207 0.014 1.236 0.13
H 1.892 0.648 0.961 0.13
H -1.524 3.205 0.372 0.11
H -1.822 1.425 0.607 0.09
H 2.088 3.082 0.913 0.18
H 0.755 3.429 1.855 0.19
H 0.938 3.913 0.224 0.18
H 0.314 -2.071 -1.316 0.16
H 0.375 -1.996 0.376 0.13
H -0.940 -1.367 -0.644 0.10
H -2.715 -0.198 -0.810 0.06
H -3.151 -1.670 -1.128 0.11
O -2.399 -1.064 -1.058 0.01
H 0.336 -4.734 0.084 0.09
H 1.702 -3.930 0.051 0.08
O 0.741 -3.862 -0.012 -0.04
```

## Properties
Molar mass: 124.18 g/mol
Charge: +2
HOMO-LUMO gap: 11.34 eV
E_HOMO: -18.35 eV

Run Q
Density functional theory data (wB97M-V/def2-TZVPD) for a cluster of 3 separate species, C4H16N2O2 in total.

Geometry as XYZ:
```
24
Properties=species:S:1:pos:R:3:lowdin_charge:R:1
C -0.715 0.997 -1.413 -0.13
C -1.484 1.251 -0.116 -0.14
C -2.029 -0.043 0.462 -0.10
C -1.023 -1.851 1.794 0.20
N -0.896 -0.896 0.979 0.06
N 0.310 2.070 -1.617 0.21
H -0.152 0.100 -1.310 0.11
H -1.395 0.908 -2.245 0.15
H -0.876 1.696 0.670 0.13
H -2.345 1.894 -0.264 0.14
H -2.717 0.017 1.292 0.14
H -2.566 -0.652 -0.252 0.15
H -2.004 -2.160 2.134 0.14
H -0.174 -2.404 2.181 0.14
H 0.035 -0.531 0.742 0.11
H -0.036 2.978 -1.296 0.18
H 0.548 2.210 -2.601 0.19
H 1.111 1.790 -1.023 0.14
H 2.064 0.813 1.147 0.10
H 2.217 -0.294 0.066 0.04
O 1.648 0.453 0.353 -0.06
H 2.586 -2.957 -0.187 0.08
H 3.653 -1.911 -0.531 0.08
O 2.781 -2.012 -0.113 -0.05
```

## Properties
Molar mass: 124.18 g/mol
Charge: +2
HOMO-LUMO gap: 11.01 eV
E_HOMO: -18.75 eV

Least stable structure: run P

Run P
Density functional theory data (wB97M-V/def2-TZVPD) for an isolated molecule of CH6N4.

Geometry as XYZ:
```
11
Properties=species:S:1:pos:R:3:lowdin_charge:R:1
H -0.013 -1.773 -1.012 0.03
N 0.213 -1.615 0.000 0.07
C 0.170 -0.379 0.398 -0.58
N 0.404 -0.108 1.736 0.09
N 0.117 0.797 -0.380 -0.08
N -0.603 0.836 -1.632 0.00
H 0.581 0.827 2.171 0.11
H 0.699 -0.888 2.289 0.08
H 0.045 1.610 0.222 0.11
H -0.065 0.239 -2.312 0.09
H -1.547 0.455 -1.480 0.08
```

## Properties
Molar mass: 74.09 g/mol
Charge: 0
HOMO-LUMO gap: 9.82 eV
Structure (SMILES): [H]/N=C(/N)NN
E_HOMO: -8.93 eV

Run Q
Density functional theory data (wB97M-V/def2-TZVPD) for an isolated molecule of CH6N4.

Geometry as XYZ:
```
11
Properties=species:S:1:pos:R:3:lowdin_charge:R:1
C 1.759 -0.024 0.041 -0.11
N 0.435 0.596 -0.075 -0.20
N -0.582 -0.191 -0.051 -0.05
N -1.816 0.556 -0.177 -0.11
N -2.891 -0.153 0.082 -0.06
H 2.515 0.517 -0.424 0.03
H 2.063 -0.155 1.113 0.08
H 1.821 -1.094 -0.532 0.12
H 0.182 1.576 -0.477 0.17
H -2.834 -1.145 -0.010 0.07
H -3.719 0.079 -0.394 0.06
```

## Properties
Molar mass: 74.09 g/mol
Charge: 0
HOMO-LUMO gap (spin up / spin down): 8.49 / 8.38 eV
Structure (SMILES): CN/N=N/N
E_HOMO (spin up / spin down): -7.22 / -7.09 eV

Run R
Density functional theory data (wB97M-V/def2-TZVPD) for an isolated molecule of CH6N4.

Geometry as XYZ:
```
11
Properties=species:S:1:pos:R:3:lowdin_charge:R:1
N -0.073 1.176 -1.438 -0.12
N -0.500 -0.275 -1.651 0.01
C -0.292 -0.666 -0.455 -0.32
N 0.057 0.105 0.688 -0.18
N 0.754 -0.706 1.572 -0.11
H -0.353 1.837 -2.256 0.10
H -0.527 1.766 -0.616 0.11
H -0.559 -1.776 -0.080 0.14
H 0.492 0.940 0.262 0.08
H 0.824 -1.782 1.288 0.10
H 0.176 -0.619 2.686 0.18
```

## Properties
Molar mass: 74.09 g/mol
Charge: 0
HOMO-LUMO gap: 9.72 eV
Structure (SMILES): N/N=C\NN
E_HOMO: -8.77 eV

Least stable structure: run R

Run P
Density functional theory data (wB97M-V/def2-TZVPD) for a cluster of 2 separate species, C4H12N2 in total.

Geometry as XYZ:
```
18
Properties=species:S:1:pos:R:3:lowdin_charge:R:1
C -0.412 -0.243 0.531 0.19
C -0.257 -1.240 -0.552 -0.11
C 0.913 -0.301 -1.107 -0.01
C 0.889 1.059 -1.136 -0.01
N 2.069 1.863 -0.616 0.22
N -2.440 -1.161 1.684 0.09
H 0.269 -0.626 1.277 0.13
H -1.125 0.584 0.519 0.12
H 0.277 -2.163 -0.377 0.14
H -0.914 -1.450 -1.393 0.14
H 1.742 -0.794 -1.584 0.15
H 0.120 1.731 -1.431 0.14
H 3.058 1.529 -0.693 0.20
H 2.363 2.690 -1.174 0.20
H 1.985 2.023 0.388 0.18
H -2.647 -0.272 2.133 0.06
H -3.354 -1.266 1.220 0.08
H -2.536 -1.963 2.309 0.08
```

## Properties
Molar mass: 88.15 g/mol
Charge: +2
HOMO-LUMO gap: 9.08 eV
E_HOMO: -18.74 eV

Run Q
Density functional theory data (wB97M-V/def2-TZVPD) for the ion C4H12N2 with charge +2.

Geometry as XYZ:
```
18
Properties=species:S:1:pos:R:3:lowdin_charge:R:1
C -0.601 -0.427 3.058 0.23
N -0.233 0.194 2.017 0.06
C 0.247 -0.445 0.786 -0.12
C -0.297 0.219 -0.489 -0.16
C 0.726 0.116 -1.609 -0.11
N 0.117 0.292 -3.011 0.22
H -0.609 -1.511 3.054 0.14
H -1.126 0.063 3.872 0.15
H -0.161 1.210 2.034 0.19
H -0.021 -1.498 0.736 0.15
H 1.338 -0.370 0.786 0.15
H -0.505 1.280 -0.350 0.13
H -1.344 -0.032 -0.694 0.14
H 1.469 0.892 -1.504 0.14
H 1.218 -0.851 -1.687 0.14
H -0.082 -0.628 -3.413 0.18
H 0.821 0.733 -3.607 0.18
H -0.714 0.883 -2.974 0.18
```

## Properties
Molar mass: 88.15 g/mol
Charge: +2
HOMO-LUMO gap: 12.29 eV
Structure (SMILES): C=[NH+]CCC[NH3+]
E_HOMO: -20.64 eV

Least stable structure: run P

Run P
Density functional theory data (wB97M-V/def2-TZVPD) for an isolated molecule of C11H13NO2.

Geometry as XYZ:
```
27
Properties=species:S:1:pos:R:3:lowdin_charge:R:1
O 2.105 2.476 0.072 0.05
C 1.572 1.381 0.100 -0.50
C 0.121 1.213 -0.134 0.01
C -0.636 0.224 0.345 -0.04
C -2.069 0.069 0.149 -0.22
C -2.660 -1.161 0.443 -0.04
C -4.012 -1.366 0.249 -0.08
C -4.807 -0.337 -0.231 -0.09
C -4.239 0.895 -0.511 -0.08
C -2.885 1.099 -0.325 -0.03
N 2.264 0.246 0.378 0.06
C 3.702 0.237 0.489 -0.16
C 4.319 -0.655 -0.593 -0.25
O 3.900 -1.995 -0.469 -0.07
H -0.311 2.027 -0.700 0.11
H -0.179 -0.563 0.935 0.11
H -2.045 -1.968 0.819 0.11
H -4.449 -2.327 0.475 0.10
H -5.865 -0.495 -0.381 0.10
H -4.856 1.703 -0.875 0.10
H -2.461 2.067 -0.534 0.11
H 1.835 -0.653 0.213 0.13
H 3.993 -0.129 1.481 0.12
H 4.041 1.269 0.376 0.12
H 5.414 -0.579 -0.557 0.12
H 3.977 -0.332 -1.579 0.13
H 4.232 -2.347 0.365 0.09
```

## Properties
Molar mass: 191.23 g/mol
Charge: 0
HOMO-LUMO gap: 9.06 eV
Structure (SMILES): O=C(/C=C/c1ccccc1)NCCO
E_HOMO: -8.83 eV

Run Q
Density functional theory data (wB97M-V/def2-TZVPD) for an isolated molecule of C11H13NO2.

Geometry as XYZ:
```
27
Properties=species:S:1:pos:R:3:lowdin_charge:R:1
C 1.142 -0.175 -3.352 -0.10
O -0.033 -0.511 -2.702 -0.09
C -0.096 -0.235 -1.379 -0.21
C -0.910 0.836 -0.866 0.07
C -1.042 1.034 0.504 -0.18
C -0.222 0.349 1.423 -0.16
C 0.634 -0.629 0.904 0.05
C 0.644 -1.010 -0.442 -0.20
O 1.550 -1.988 -0.915 -0.12
C 0.799 -3.153 -1.269 -0.09
C -0.372 0.725 2.899 -0.12
C -0.675 2.227 2.988 -0.24
N -1.742 2.699 2.146 0.05
C -1.895 2.100 1.024 -0.13
H 2.104 -0.646 -3.027 0.10
H 1.369 0.936 -3.400 0.11
H 0.997 -0.465 -4.361 0.07
H -1.528 1.451 -1.569 0.14
H 1.258 -1.264 1.549 0.13
H 0.244 -3.041 -2.224 0.09
H 1.511 -4.061 -1.331 0.11
H 0.137 -3.423 -0.408 0.10
H 0.659 0.518 3.340 0.14
H -1.098 0.057 3.345 0.11
H 0.204 2.779 2.717 0.11
H -0.861 2.495 4.039 0.11
H -2.776 2.394 0.368 0.13
```

## Properties
Molar mass: 191.23 g/mol
Charge: 0
HOMO-LUMO gap: 9.29 eV
Structure (SMILES): COc1cc2c(cc1OC)CCN=C2
E_HOMO: -8.72 eV

Least stable structure: run Q